No. 1
ORCA calculation (ωB97M-V/def2-TZVPD) on 4 unconnected molecules or ions with the total composition C18H41IN2O11PS7.

Structure (XYZ):
```
81
Properties=species:S:1:pos:R:3:forces:R:3
C 2.102996 3.442675 1.415048 0.12 0.28 -0.33
C 1.378479 3.403644 0.097689 -0.91 1.00 -0.18
O 0.825121 4.406991 -0.351327 0.92 -1.11 0.23
N 1.343218 2.178116 -0.603731 -0.06 0.50 -0.10
C 0.373745 1.181939 -0.108654 0.46 -0.10 -0.08
C -0.834499 1.758686 0.603075 -0.42 -0.18 0.37
C -1.962015 0.731519 0.660680 0.52 0.23 0.18
C -3.062135 0.990422 1.692195 -0.24 -0.55 -0.56
C -3.875857 2.263100 1.581730 0.11 0.46 0.74
S -2.952299 3.777874 2.132325 0.08 -0.01 -0.27
C -4.599046 2.563716 0.269247 0.01 1.27 0.16
P -3.559707 2.869778 -1.275679 1.15 -0.46 -0.18
O -4.546263 2.337591 -2.455401 -0.28 0.39 0.37
I -3.542942 5.298292 -1.451286 -0.29 0.01 -0.02
S -5.708878 3.966148 0.803489 -0.49 -0.71 -0.12
C -6.028554 3.090911 2.239391 0.55 0.56 -0.69
S -7.514572 3.352419 3.125781 -0.35 -0.17 0.37
N -5.095651 2.207532 2.520736 -0.83 -0.48 0.17
S -5.281804 1.089560 3.824062 0.38 0.08 0.44
H 2.308922 4.486724 1.623540 0.00 0.11 0.11
H 3.041361 2.900890 1.355939 -0.02 -0.28 0.17
H 1.479022 3.065429 2.220516 0.00 -0.26 0.07
H 1.131909 2.427230 -1.559754 -0.27 -0.03 -0.12
H 0.045796 0.608620 -0.973298 0.01 -0.07 -0.12
H 0.887399 0.479231 0.546081 0.01 -0.11 0.12
H -1.197097 2.667976 0.134315 0.23 0.17 -0.17
H -0.554153 2.015873 1.625725 0.03 0.18 0.07
H -1.498077 -0.207796 0.963982 -0.17 -0.26 -0.08
H -2.362830 0.583467 -0.339091 -0.16 -0.15 -0.08
H -3.771101 0.164725 1.597785 -0.08 -0.12 0.06
H -2.622324 0.898447 2.681824 -0.08 0.23 0.21
H -2.550225 3.305675 3.322757 -0.01 -0.29 -0.12
H -5.324381 1.775667 0.067267 0.19 -0.36 -0.12
H -5.167658 1.671047 -2.143961 -0.19 -0.21 -0.27
H -7.130048 4.484464 3.736409 0.19 0.07 -0.10
H -6.216955 0.295875 3.277662 0.04 0.07 -0.25
O -0.225057 -3.623536 -0.310308 -0.20 0.24 -0.06
S 1.032904 -3.851841 0.337578 0.36 -0.43 0.05
O 1.686943 -2.780071 1.022112 -0.20 0.20 0.03
O 2.035095 -4.502499 -0.700530 -0.04 -0.04 0.07
C 2.261617 -3.810709 -1.951950 0.13 0.31 -0.46
C 3.136542 -2.582920 -1.796224 -0.08 0.05 0.23
C 0.900013 -5.230744 1.420498 -0.02 -0.05 0.00
H 1.301617 -3.564574 -2.408045 -0.07 -0.03 0.13
H 2.750101 -4.541550 -2.591883 -0.03 -0.15 0.14
H 2.645078 -1.812775 -1.203586 -0.02 0.01 -0.01
H 3.363363 -2.164292 -2.776603 0.01 -0.08 -0.04
H 4.069302 -2.838220 -1.294577 0.04 -0.02 -0.05
H 0.423272 -6.050809 0.891749 0.01 -0.01 -0.02
H 0.290490 -4.914019 2.263533 -0.01 0.04 -0.01
H 1.895036 -5.505540 1.758494 0.02 0.02 -0.01
O 4.940332 0.751317 2.209638 -0.13 0.22 -0.03
S 6.172376 0.310960 2.791099 0.14 -0.37 -0.02
O 6.959115 1.215097 3.567193 -0.06 0.18 0.06
O 7.069241 -0.333744 1.652738 0.03 -0.08 0.04
C 7.345941 0.461708 0.476934 0.12 0.33 -0.39
C 8.362483 1.555936 0.732243 -0.05 0.03 0.23
C 5.901937 -1.157161 3.720374 -0.03 -0.08 -0.01
H 6.411261 0.865747 0.084967 -0.07 -0.03 0.13
H 7.730538 -0.244198 -0.255761 -0.03 -0.16 0.12
H 7.977749 2.305175 1.421799 -0.02 0.01 -0.01
H 8.614001 2.052975 -0.204564 -0.01 -0.07 -0.05
H 9.270050 1.141212 1.169463 0.03 -0.02 -0.06
H 5.322582 -1.853508 3.120963 0.00 0.01 -0.02
H 5.350060 -0.869015 4.611900 0.00 0.05 0.00
H 6.865126 -1.578017 3.994274 0.02 0.02 0.00
O -5.357227 -2.253800 -3.322255 -0.20 0.25 0.01
S -4.042629 -2.182165 -2.766868 0.33 -0.57 -0.08
O -3.629974 -0.988273 -2.085095 -0.19 0.38 0.24
O -2.984023 -2.534207 -3.883636 0.08 0.02 0.04
C -3.024524 -1.784607 -5.124238 -0.01 0.32 -0.44
C -2.478826 -0.378214 -4.980070 -0.05 0.02 0.26
C -3.745062 -3.567800 -1.727378 0.07 -0.01 0.02
H -4.043362 -1.782697 -5.512739 -0.05 -0.05 0.14
H -2.411524 -2.356515 -5.816180 0.02 -0.16 0.14
H -3.108507 0.232318 -4.334184 -0.03 0.00 -0.03
H -2.431299 0.100970 -5.957375 0.02 -0.07 -0.04
H -1.479750 -0.398218 -4.544586 0.04 -0.01 -0.06
H -4.037344 -4.470612 -2.255168 -0.02 0.01 -0.03
H -4.353887 -3.433810 -0.836183 -0.04 0.03 -0.01
H -2.690070 -3.587217 -1.464629 0.05 0.02 0.02
```
Positions in Å, forces in eV/Å.

Results
net charge = +1
2S+1 = 1
E_LUMO = -4.444 eV


No. 2
ORCA calculation (ωB97M-V/def2-TZVPD) on a molecular structure, C18H41N2O2P3Y.

Structure (XYZ):
```
67
Properties=species:S:1:pos:R:3:forces:R:3
Y 0.366370 -0.524106 0.062177 -0.98 1.29 -0.31
P -1.706548 1.310113 -0.995429 -1.29 1.01 0.27
P -1.205290 -2.771740 -0.051309 -0.70 -1.90 -0.16
P 0.721148 -0.048216 -2.724957 1.09 -0.53 -1.68
H 2.929360 -0.695136 1.169099 0.26 0.41 -0.20
C 2.935004 -0.032649 0.283557 0.40 1.74 0.34
C 2.473479 1.254486 0.372650 0.79 -1.29 0.20
H 2.200136 1.668679 1.349066 -0.20 -0.28 -0.33
C -2.722526 2.054559 0.343778 0.08 -0.19 0.29
C -3.091341 0.679157 -2.015179 0.17 -0.58 -0.13
C -1.334896 2.858328 -1.913055 0.59 -0.10 -0.05
C -0.138277 -4.250769 0.172499 0.23 0.24 0.09
C -2.522632 -3.105193 1.166956 0.01 0.43 0.23
C -2.021001 -3.152958 -1.639869 0.09 0.42 -0.21
C 1.864026 1.271233 -3.295018 -0.07 0.34 0.29
C -0.444092 -0.167024 -4.134528 -0.53 0.11 0.11
C 1.745563 -1.495990 -3.171761 0.28 -0.15 0.05
H 3.512265 -0.394824 -0.571607 -0.62 -0.05 0.00
H 2.413983 1.929504 -0.484044 0.40 -0.16 0.22
H -2.198442 2.916182 0.772467 -0.14 -0.19 0.03
H -2.913137 1.310712 1.126357 -0.05 0.22 -0.05
H -3.688515 2.389395 -0.060811 0.34 -0.03 0.13
H -3.538444 -0.193207 -1.526751 -0.06 0.14 -0.12
H -2.761648 0.394773 -3.017753 -0.15 0.01 0.19
H -3.849762 1.467875 -2.094513 0.22 -0.18 0.01
H -0.792277 3.553752 -1.262335 -0.05 -0.09 -0.16
H -2.272213 3.336633 -2.224439 0.16 -0.19 0.12
H -0.723824 2.667296 -2.800965 -0.17 0.11 0.11
H -0.754755 -5.160174 0.151400 0.17 0.24 0.00
H 0.366573 -4.185918 1.147260 -0.08 -0.19 -0.20
H 0.612884 -4.298668 -0.627175 -0.17 -0.08 0.16
H -2.915594 -4.113874 0.971968 0.09 0.32 0.11
H -3.332698 -2.366330 1.086156 0.19 -0.26 0.03
H -2.099412 -3.057197 2.180355 -0.21 -0.11 -0.23
H -2.609734 -4.072619 -1.521165 0.15 0.23 -0.08
H -1.261955 -3.297049 -2.421554 -0.24 -0.02 0.16
H -2.678457 -2.322912 -1.932764 0.08 -0.33 0.01
H 2.347017 0.962296 -4.232857 -0.21 0.05 0.26
H 2.641050 1.448475 -2.543097 -0.03 -0.03 -0.25
H 1.331283 2.214216 -3.462266 0.16 -0.16 0.02
H 0.110970 -0.390906 -5.055513 0.02 0.10 0.34
H -1.012893 0.752822 -4.293350 0.09 -0.09 0.03
H -1.151221 -0.985532 -3.961841 0.09 0.10 -0.06
H 2.138866 -1.349975 -4.185396 -0.26 -0.10 0.11
H 1.161456 -2.424841 -3.123279 0.17 0.16 -0.08
H 2.595524 -1.610819 -2.496947 -0.37 0.15 -0.33
C 3.855902 -3.651035 -1.533772 0.21 -0.85 -0.27
C 3.847194 -5.039801 -1.317918 0.44 0.71 -0.15
C 4.901364 -5.785793 -1.872113 -0.13 0.33 -0.09
C 5.903787 -5.173997 -2.644593 -0.49 -0.19 0.40
C 5.803453 -3.819832 -2.927311 0.05 0.40 -0.19
C 4.761563 -3.046118 -2.409699 -0.19 -0.23 0.65
O 2.910263 -2.793687 -0.937345 -0.94 0.51 0.96
H 2.528824 -3.068857 -0.083771 1.02 -0.87 -0.62
H 3.050451 -5.496272 -0.715774 0.49 0.08 -0.21
H 4.934555 -6.855558 -1.706041 0.01 0.06 0.05
H 6.752086 -5.752087 -3.014667 -0.37 0.14 0.08
H 6.558971 -3.332551 -3.545458 -0.24 -0.18 0.12
H 4.664131 -1.977204 -2.626377 0.30 -0.40 0.10
N -0.058898 2.502462 2.802509 0.14 -0.76 -0.27
C -0.420316 1.210726 2.898713 -0.66 0.74 0.58
N -1.079454 0.849962 3.998491 0.26 -0.70 -0.59
O -0.212565 0.368487 1.953268 0.38 0.10 -0.08
H -0.215670 3.126808 3.585026 0.17 0.07 -0.32
H 0.435449 2.822667 1.981098 -0.19 0.13 0.36
H -1.361323 -0.117384 4.107910 0.06 0.31 0.08
H -1.249713 1.489624 4.755278 -0.05 0.02 0.14
```
Positions in Å, forces in eV/Å.

Results
net charge = +3
2S+1 = 1
energy relative to the best compared isomer or geometry (same formula, charge and spin) = 0.0 kJ/mol
E_LUMO = -10.241 eV


No. 3
ORCA calculation (ωB97M-V/def2-TZVPD) on a molecular structure, C18H41N2OP3SYb.

Structure (XYZ):
```
67
Properties=species:S:1:pos:R:3:forces:R:3
Yb -0.449498 -0.434668 1.232753 0.51 1.47 0.26
P 1.755120 1.225788 2.871831 1.16 0.41 -0.94
P -0.957691 2.150531 -0.029225 -0.64 0.84 -0.59
P 1.679283 -0.561027 -0.618147 0.64 -0.36 -0.70
H -1.905774 -2.978804 1.295929 0.49 -0.38 0.16
C -0.831813 -3.027567 1.053029 0.09 -0.64 0.35
C 0.123928 -2.879278 1.993030 -0.10 -1.03 0.08
H -0.106494 -2.922275 3.067351 -0.17 0.53 -0.61
C 1.983502 1.866848 4.574902 -0.50 0.12 0.19
C 2.551238 2.644352 2.013163 0.02 0.03 0.03
C 3.148580 0.030426 2.920640 0.04 -0.05 -0.01
C -2.336315 1.700069 -1.163171 -0.04 -0.09 -0.02
C -1.830664 3.466086 0.912196 0.18 -0.20 0.21
C 0.021973 3.199391 -1.182143 0.26 -0.21 0.18
C 2.570483 -2.165058 -0.612368 -0.05 0.02 0.09
C 3.043981 0.539876 -1.142998 -0.12 0.18 0.09
C 0.775824 -0.746640 -2.214375 -0.09 -0.01 -0.19
H -0.614388 -3.356095 0.028811 0.17 0.65 0.20
H 1.200488 -2.839514 1.767441 -0.48 -0.36 -0.12
H 1.816628 1.091495 5.335565 0.10 0.22 -0.20
H 1.277623 2.688809 4.747337 0.18 -0.13 0.10
H 3.015155 2.257777 4.649647 -0.52 -0.25 0.07
H 1.826497 3.467533 1.950760 0.23 -0.10 0.02
H 2.861387 2.376175 0.996871 -0.03 0.08 0.20
H 3.417856 2.971983 2.602137 -0.11 0.07 -0.37
H 2.802536 -0.903606 3.378108 0.17 0.06 -0.01
H 3.948448 0.456457 3.539661 0.00 -0.28 -0.25
H 3.525898 -0.191216 1.915486 -0.01 0.03 0.20
H -2.706660 2.614738 -1.648224 -0.03 -0.34 0.07
H -3.148049 1.242821 -0.581711 0.05 0.12 -0.22
H -2.002187 0.987709 -1.929329 -0.10 0.16 0.10
H -2.221310 4.210209 0.204058 0.08 -0.18 0.26
H -1.139036 3.947521 1.614441 -0.21 -0.05 -0.14
H -2.656867 3.019243 1.479254 0.16 0.19 -0.08
H -0.631345 3.990922 -1.576908 0.22 -0.24 0.09
H 0.413122 2.599098 -2.014333 -0.05 0.20 0.18
H 0.861951 3.658499 -0.644916 -0.16 -0.07 -0.20
H 3.062671 -2.284055 -1.586885 -0.03 -0.14 0.31
H 1.870772 -2.993280 -0.441536 0.23 0.10 -0.12
H 3.325546 -2.173199 0.184991 -0.14 -0.04 -0.22
H 3.473381 0.127222 -2.066899 -0.04 0.18 0.25
H 3.821465 0.581780 -0.368027 -0.21 0.02 -0.24
H 2.664861 1.553312 -1.330723 0.19 -0.24 0.03
H 1.487893 -1.130649 -2.961642 -0.30 0.14 0.09
H 0.363340 0.213917 -2.559577 0.16 -0.26 0.12
H -0.054439 -1.463740 -2.109995 0.22 0.15 -0.03
C -2.522233 -0.871116 -5.602460 -0.07 2.49 0.41
C -3.641713 -1.341870 -6.329208 -0.69 -1.18 -0.36
C -3.866234 -2.717063 -6.381214 -0.58 1.53 -0.55
C -2.984848 -3.611943 -5.756605 0.05 -0.31 0.09
C -1.843473 -3.128560 -5.095835 0.92 1.45 0.39
C -1.592575 -1.756622 -5.046453 0.71 -1.89 0.61
O -2.325743 0.453593 -5.328517 -0.63 -2.35 -0.93
H -3.024293 0.971247 -5.773881 0.22 0.12 0.14
H -4.313258 -0.628199 -6.810142 0.09 -0.28 0.12
H -4.740223 -3.099701 -6.913195 0.30 0.15 0.17
H -3.181571 -4.683982 -5.788935 0.04 0.28 -0.03
H -1.145270 -3.812236 -4.616867 -0.17 0.09 -0.21
H -0.705988 -1.342749 -4.563123 -0.30 -0.19 -0.12
N 0.013498 -1.268066 5.896180 0.15 -0.08 -0.61
C -0.668799 -0.241648 5.379456 -0.79 0.27 0.43
N -1.273054 0.603802 6.230239 0.37 -0.20 -0.67
S -0.841029 0.079278 3.702543 -0.85 -0.51 1.88
H 0.057852 -1.400192 6.898524 0.05 -0.11 -0.17
H 0.446352 -1.962485 5.288767 -0.26 0.50 0.48
H -1.779848 1.382754 5.833198 0.05 -0.12 0.24
H -1.166436 0.545844 7.231263 -0.04 -0.01 0.01
```
Positions in Å, forces in eV/Å.

Results
<S²> = 0.771
net charge = +3
2S+1 = 2
energy relative to the best compared isomer or geometry (same formula, charge and spin) = 130.6 kJ/mol
E_LUMO (alpha / beta) = -8.024 / -11.643 eV


The evaluated DFT total energy for the records listed, in turn: -5073.68907 -2031.98303 -3475.21763 hartree.